Entry 1:
Below is a 13-piece molecular cluster, C20H52ClN25O18 overall in a non-equilibrium geometry, with properties calculated with ωB97M-V/def2-TZVPD.

```
! wB97M-V def2-TZVPD RIJCOSX def2/J DEFGRID3
* xyz 0 1
O 6.930 -3.541 -1.385
N 6.621 -3.230 -2.499
O 5.849 -2.091 -2.497
C 6.265 -1.180 -1.466
C 5.442 -0.900 -0.358
C 3.978 -1.565 -0.219
C 2.951 -0.358 -0.498
O 3.381 0.658 -1.117
O 1.616 -0.348 -0.069
C 5.870 0.120 0.807
O 5.305 0.172 1.921
C 7.076 1.147 0.545
C 7.892 0.839 -0.581
Cl 9.236 1.996 -0.956
C 7.681 -0.429 -1.517
O 8.625 -0.800 -2.254
H 3.791 -2.345 -1.048
H 3.845 -2.040 0.806
H 1.209 0.404 -0.569
H 7.273 2.061 1.187
C -0.648 -3.464 -1.091
O 0.420 -3.524 -1.698
N -1.756 -4.118 -1.490
N -0.799 -2.728 0.039
H -2.637 -4.077 -1.000
H -1.684 -4.676 -2.323
H 0.010 -2.223 0.370
H -1.660 -2.661 0.554
C -1.206 -7.635 -2.448
O -1.648 -6.833 -1.638
N -2.003 -8.335 -3.295
N 0.120 -7.894 -2.571
H -1.660 -8.998 -3.966
H -2.994 -8.170 -3.233
H 0.743 -7.392 -1.960
H 0.503 -8.547 -3.229
C 1.194 -4.340 2.878
O 1.620 -3.194 2.936
N 0.405 -4.775 1.868
N 1.476 -5.274 3.824
H 0.045 -5.710 1.801
H 0.174 -4.107 1.145
H 2.060 -4.987 4.592
H 1.137 -6.218 3.796
C 3.143 3.535 -3.392
O 2.043 3.767 -2.905
N 3.802 2.372 -3.178
N 3.793 4.423 -4.184
H 4.704 2.161 -3.566
H 3.347 1.686 -2.589
H 3.333 5.300 -4.365
H 4.694 4.253 -4.592
C 2.355 5.143 1.555
O 2.161 5.764 2.594
N 2.972 3.936 1.528
N 1.972 5.609 0.344
H 3.140 3.412 0.687
H 3.272 3.554 2.410
H 1.510 6.503 0.321
H 2.123 5.115 -0.519
C -5.498 -3.547 -1.054
O -4.503 -3.866 -0.408
N -6.508 -2.824 -0.528
N -5.666 -3.894 -2.355
H -7.328 -2.554 -1.043
H -6.422 -2.544 0.440
H -4.934 -4.434 -2.785
H -6.472 -3.642 -2.900
C 3.100 -2.461 -5.351
O 4.013 -2.516 -6.162
N 2.845 -3.456 -4.466
N 2.262 -1.397 -5.263
H 2.099 -3.429 -3.791
H 3.445 -4.264 -4.499
H 2.419 -0.636 -5.903
H 1.508 -1.333 -4.604
C 3.288 6.964 6.638
O 3.327 7.180 7.841
N 4.252 7.396 5.785
N 2.282 6.274 6.050
H 4.237 7.229 4.795
H 5.018 7.913 6.183
H 1.547 5.935 6.648
H 2.234 6.087 5.062
C -6.824 -1.764 3.455
O -6.606 -1.818 2.252
N -6.256 -2.623 4.338
N -7.648 -0.845 4.008
H -6.421 -2.597 5.328
H -5.636 -3.322 3.964
H -8.089 -0.189 3.385
H -7.840 -0.783 4.992
C -7.434 2.347 5.955
O -8.249 1.557 5.498
N -7.728 3.196 6.971
N -6.166 2.442 5.484
H -7.074 3.851 7.359
H -8.661 3.155 7.347
H -5.910 1.826 4.728
H -5.482 3.082 5.843
C 3.724 8.957 -0.900
O 3.782 8.192 -1.851
N 3.702 8.526 0.386
N 3.677 10.306 -1.048
H 3.655 9.138 1.180
H 3.736 7.530 0.537
H 3.691 10.665 -1.988
H 3.629 10.951 -0.281
C -8.705 -2.003 -4.198
O -9.014 -2.261 -3.044
N -8.605 -0.734 -4.662
N -8.436 -2.967 -5.115
H -8.353 -0.502 -5.606
H -8.797 0.009 -4.011
H -8.501 -3.924 -4.808
H -8.181 -2.778 -6.067
*
```

Gap between HOMO and LUMO, eV: 7.4
E, eV: -108220.9549

=====

Entry 2:
Below is a 2-piece molecular cluster, C2H5OP overall in a non-equilibrium geometry, with properties calculated with ωB97M-V/def2-TZVPD.

```
! wB97M-V def2-TZVPD RIJCOSX def2/J DEFGRID3
* xyz 0 1
C 0.704 0.166 0.446
P 2.198 0.337 -0.233
C 1.289 -1.206 0.152
H -0.149 0.691 0.595
H 1.522 -1.755 1.074
H 0.880 -1.863 -0.605
O -2.263 0.984 -0.124
H -1.335 1.092 -0.564
H -2.846 1.553 -0.740
*
```

Energy above the lowest of the compared OMol25 structures with the same formula, charge and spin, kcal/mol: 58.4
Gap between HOMO and LUMO, eV: 9.3
E, eV: -13488.3439
SMILES: C1=PC1.O

=====

Entry 3:
Below is C7H12 as an isolated structure in a non-equilibrium geometry, with properties calculated with ωB97M-V/def2-TZVPD.

```
! wB97M-V def2-TZVPD RIJCOSX def2/J DEFGRID3
* xyz 0 1
C -2.016 0.037 0.545
C -1.239 -0.608 -0.587
C -0.073 0.037 -1.296
C 0.643 1.227 -0.642
C 1.371 0.660 0.630
C 0.993 -0.856 0.781
C 0.135 -1.213 -0.441
H -2.783 0.709 0.140
H -2.529 -0.731 1.137
H -1.391 0.622 1.229
H -1.872 -1.180 -1.267
H -0.008 -0.015 -2.386
H 1.420 1.655 -1.287
H -0.005 2.064 -0.345
H 2.702 0.853 0.592
H 1.851 1.348 1.539
H 0.516 -1.016 1.759
H 1.934 -1.416 0.803
H 0.351 -2.179 -0.904
*
```

Energy above the lowest of the compared OMol25 structures with the same formula, charge and spin, kcal/mol: 61.8
Gap between HOMO and LUMO, eV: 10.1
E, eV: -7450.7500

=====

Entry 4:
Below is one molecule with the formula C2H3NOS2 in a non-equilibrium geometry, with properties calculated with ωB97M-V/def2-TZVPD.

```
! wB97M-V def2-TZVPD RIJCOSX def2/J DEFGRID3
* xyz 0 1
O 2.249 2.324 -0.643
C 1.556 1.455 -0.081
S 0.870 0.041 -0.981
N 0.168 -1.093 0.151
C -1.052 -1.395 0.763
S -2.325 -0.584 0.795
H 1.242 1.384 0.909
H 0.910 -1.780 0.646
H -1.066 -2.224 1.425
*
```

Energy above the lowest of the compared OMol25 structures with the same formula, charge and spin, kcal/mol: 55.5
Gap between HOMO and LUMO, eV: 9.2
E, eV: -27328.3697
SMILES: O=CSNC=S

=====

Entry 5:
Below is C20H31DyO2 as an isolated structure in a non-equilibrium geometry, with properties calculated with ωB97M-V/def2-TZVPD.

```
! wB97M-V def2-TZVPD RIJCOSX def2/J DEFGRID3
* xyz 0 6
O -1.068 -0.802 -1.632
C -2.081 -1.710 -2.260
C -2.188 -0.725 -3.432
H -2.954 -1.894 -1.640
H -1.630 -2.648 -2.552
C -0.876 -0.036 -2.878
H -3.101 -0.122 -3.377
H -2.074 -1.171 -4.411
C -0.715 1.475 -2.680
H -1.498 1.990 -2.115
H -0.664 2.025 -3.640
H 0.252 1.659 -2.185
C 0.449 -0.433 -3.526
H 0.671 -1.503 -3.501
H 1.271 0.098 -3.021
H 0.454 -0.094 -4.575
Dy 0.778 -0.129 0.923
C 3.014 -2.797 0.492
C 2.109 -2.687 1.580
C 0.793 -2.986 1.096
H 2.378 -2.489 2.618
C 0.897 -3.204 -0.315
C 2.269 -3.135 -0.673
H 2.688 -3.403 -1.651
H 4.103 -2.717 0.567
H -0.084 -3.157 1.723
H 0.098 -3.520 -0.977
C 3.486 0.070 1.341
C 3.302 0.243 -0.054
C 2.565 1.446 -0.258
H 3.719 -0.389 -0.840
C 2.215 1.967 1.035
C 2.783 1.104 2.023
H 2.771 1.250 3.104
H 4.172 -0.643 1.799
H 2.502 1.997 -1.198
H 1.735 2.923 1.227
O -1.150 1.167 1.335
C -1.736 2.269 0.517
C -3.193 2.482 0.922
H -1.724 1.913 -0.498
H -1.143 3.176 0.671
C -3.354 1.894 2.310
H -3.777 1.873 0.240
H -3.508 3.519 0.807
C -1.989 1.300 2.645
H -4.152 1.149 2.275
H -3.625 2.634 3.066
H -2.030 0.324 3.143
H -1.428 2.037 3.242
C 0.215 -0.442 3.050
H 0.777 -0.886 3.845
H -0.788 -0.890 3.013
H 0.062 0.626 3.282
*
```

Energy above the lowest of the compared OMol25 structures with the same formula, charge and spin, kcal/mol: 57.4
Gap between HOMO and LUMO (spin up / spin down), eV: 6.6 / 6.6
E, eV: -49416.8114